Computed, not measured: 7 unconnected molecules or ions with the total composition H14O7 in a non-equilibrium geometry, with the ωB97M-V functional and the def2-TZVPD basis.

The value obtained for the frontier orbital gap is 9.5 eV. The value obtained for the highest occupied orbital energy is -10.12 eV. As for the relative energy (zero: lowest compared OMol25 entry of this formula, charge and spin): 1.752 eV. Its SMILES is O.O.O.O.O.O.O.

Last columns: bonded neighbours and bond lengths (Å).
Cartesian coordinates (Å):
1 O 6.125 -0.790 0.614  H2 0.957, H3 0.957
2 H 6.966 -1.223 0.468  O1 0.957
3 H 5.886 -0.435 -0.242  O1 0.957
4 O 1.816 0.578 0.247  H5 0.957, H6 0.957
5 H 2.173 0.688 -0.634  O4 0.957
6 H 2.575 0.652 0.825  O4 0.957
7 O 5.375 -0.877 -2.177  H8 0.957, H9 0.957
8 H 5.760 -0.161 -2.682  O7 0.957
9 H 5.577 -1.663 -2.685  O7 0.957
10 O 0.745 1.993 -5.579  H11 0.957, H12 0.957
11 H 0.617 1.774 -6.502  O10 0.957
12 H 1.509 1.481 -5.315  O10 0.957
13 O 2.817 0.410 -2.231  H14 0.957, H15 0.957
14 H 2.530 0.328 -3.140  O13 0.957
15 H 3.739 0.152 -2.246  O13 0.957
16 O 2.725 0.181 -4.908  H17 0.957, H18 0.957
17 H 3.675 0.151 -5.022  O16 0.957
18 H 2.476 -0.728 -4.738  O16 0.957
19 O 1.782 -2.331 -4.331  H20 0.957, H21 0.957
20 H 2.195 -2.993 -4.886  O19 0.957
21 H 2.175 -2.461 -3.468  O19 0.957